Entry 1:
A single C3H9N molecule at a distorted geometry. Source: the Open Molecules 2025 dataset; level of theory: wB97M-V/def2-TZVPD.

Last column: Löwdin charge in e.
Positions of all 13 atoms, in Å:
C -1.89 0.14 0.03  -0.15
C -0.54 -0.49 -0.02  -0.32
C 0.61 0.55 -0.02  -0.30
N 1.86 -0.23 -0.10  -0.03
H -2.60 -0.65 -0.43  0.10
H -1.83 1.11 -0.52  0.08
H -2.20 0.36 1.10  0.08
H -0.48 -1.00 -0.94  0.08
H -0.53 -1.36 0.66  0.11
H 0.53 1.28 0.89  0.14
H 0.49 1.08 -0.92  0.08
H 1.91 -0.86 0.67  0.03
H 2.55 0.52 0.24  0.10

**HOMO energy**: -9.8 eV
**Relative energy (zero: lowest compared OMol25 entry of this formula, charge and spin)**: 21.4 kcal/mol
**Net charge**: 0
**HOMO-LUMO gap**: 10.97 eV
**Electronic energy**: -174.41889 hartree
**Structure (SMILES)**: CCCN
**Max |F|**: 4.230 eV Å⁻¹



Entry 2:
3 unconnected molecules or ions with the total composition C4H13NO3 at a distorted geometry. Source: the Open Molecules 2025 dataset; level of theory: wB97M-V/def2-TZVPD.

Last column: Löwdin charge in e.
Positions of all 21 atoms, in Å:
C -0.33 1.15 2.54  -0.08
C -0.35 0.55 1.15  -0.43
N 0.84 -0.32 0.89  0.03
C -1.56 -0.37 0.89  -0.14
C -1.49 -1.10 -0.45  -0.27
O -2.01 -2.18 -0.55  0.04
H -0.45 0.36 3.29  0.08
H -1.03 1.99 2.54  0.08
H 0.56 1.74 2.81  0.08
H -0.33 1.30 0.36  0.14
H 1.61 0.25 0.55  0.07
H 1.10 -0.83 1.72  0.08
H -2.54 0.13 0.99  0.13
H -1.70 -1.15 1.63  0.12
H -1.01 -0.59 -1.29  0.11
O 2.24 2.00 -1.85  -0.05
H 1.52 1.71 -2.39  0.02
H 2.78 2.45 -2.49  0.05
O 1.28 -0.51 -2.01  -0.08
H 1.18 -1.14 -1.30  0.01
H 2.10 -0.03 -1.94  0.01

**HOMO energy**: -9.4 eV
**Relative energy (zero: lowest compared OMol25 entry of this formula, charge and spin)**: 37.2 kcal/mol
**Net charge**: 0
**HOMO-LUMO gap**: 9.94 eV
**Electronic energy**: -440.65597 hartree
**Structure (SMILES)**: C[C@@H](N)CC=O.O.O
**Max |F|**: 1.857 eV Å⁻¹